1.
An isolated molecule of C6H12N2O2 in a non-equilibrium geometry, computed with ωB97M-V with the def2-TZVPD basis set.

The max |F| comes out at 2.9 eV Å⁻¹. The SMILES is CN1CC([C@@H](O)C(N)=O)C1. The total charge is 0. As for the LUMO energy: 0.66 eV. The value obtained for the total energy is -495.77276 hartree. The HOMO-LUMO gap comes out at 9.4 eV.

XYZ file:
```
22
C6H12N2O2, DFT ωB97M-V with the def2-TZVPD basis set
C 0.7715 -2.5490 2.5389
N 1.1049 -1.7694 1.3737
C 1.2901 -0.3208 1.5314
C 0.6052 -0.1134 0.1661
C -0.3573 1.0547 0.0391
O 0.3224 2.2911 0.0088
C -1.2938 0.9014 -1.1597
N -0.7828 1.1095 -2.3780
O -2.3799 0.3080 -1.0877
C 0.0604 -1.5396 0.3662
H 0.5824 -3.5932 2.2493
H 1.6101 -2.5385 3.2500
H -0.1314 -2.1644 3.0584
H 0.6778 0.0997 2.3534
H 2.3301 0.0152 1.6505
H 1.3429 -0.0805 -0.6503
H -1.0159 1.0769 0.9223
H 1.2274 2.1608 -0.2919
H -0.3602 2.0055 -2.5816
H -1.2885 0.4543 -3.0509
H 0.0694 -2.2229 -0.4943
H -0.9558 -1.5260 0.8042
```

2.
C29H46BrN3P2Pd as an isolated structure in a non-equilibrium geometry, computed with ωB97M-V with the def2-TZVPD basis set.

The expectation value of S² is 2.01. The max |F| comes out at 2.9 eV Å⁻¹. The total charge is +2. As for the LUMO energy (spin up / spin down): -5.78 / -8.71 eV. The multiplicity is 3. The value obtained for the total energy is -4680.88993 hartree. The HOMO-LUMO gap (spin up / spin down) comes out at 7.3 / 4.7 eV.

XYZ file:
```
82
C29H46BrN3P2Pd, DFT ωB97M-V with the def2-TZVPD basis set
N -5.1179 2.4621 -2.1147
C -4.8400 2.7569 -0.8375
C -3.6688 2.2750 -0.2113
C -2.7426 1.5536 -1.0079
C -3.1130 1.1645 -2.2974
C -4.3267 1.6608 -2.8183
C -1.3315 1.4753 -0.5496
Pd -0.2919 -0.0608 0.1799
P 2.9792 -0.5122 0.9301
C -0.2717 1.0657 -1.4760
C 0.8432 2.0187 -1.7179
C 1.8479 1.6964 -2.6571
C 2.8824 2.5941 -2.9056
C 2.9515 3.8318 -2.2338
C 1.9475 4.1454 -1.3105
C 0.9055 3.2623 -1.0587
Br 4.3433 4.9969 -2.5231
H -1.1483 2.3462 0.1076
H -0.5514 0.4605 -2.3463
H -3.4167 2.5724 0.8091
H -2.4067 0.6483 -2.9497
H -5.5364 3.4067 -0.2947
H -4.6055 1.4179 -3.8451
H 1.7886 0.7400 -3.1874
H 0.1574 3.5832 -0.3324
H 3.6639 2.3094 -3.6001
H 2.0004 5.0945 -0.7738
P -0.9461 -2.2304 -0.4454
C 2.9388 1.2826 0.6360
C 4.3026 1.8998 0.3350
H 2.4494 1.7815 1.4817
H 2.2906 1.4056 -0.2354
H 4.2628 2.9772 0.5570
H 5.1014 1.4407 0.9350
H 4.5755 1.8150 -0.7262
C 2.6456 -1.1485 -0.7448
C 3.9235 -1.1860 -1.5941
H 1.8676 -0.4957 -1.1878
H 2.2349 -2.1627 -0.6223
H 3.6760 -1.5336 -2.6017
H 4.4203 -0.2106 -1.6970
H 4.6463 -1.8906 -1.1642
C 1.8080 -0.9979 2.2290
C 2.4982 -1.6521 3.4183
H 1.0566 -1.6595 1.7634
H 1.2939 -0.0832 2.5496
H 1.7490 -2.0614 4.1007
H 3.1624 -2.4585 3.0916
H 3.0971 -0.9127 3.9626
C -0.5567 -3.6048 0.7228
C -1.5779 -4.7389 0.8558
H -0.3812 -3.1585 1.7104
H 0.4077 -4.0205 0.3951
H -2.5008 -4.4083 1.3459
H -1.8484 -5.1911 -0.1054
H -1.1679 -5.5463 1.4783
C -0.1549 -2.8503 -1.9969
C -1.0254 -3.0041 -3.2446
H 0.3172 -3.8142 -1.7525
H 0.6719 -2.1554 -2.2163
H -1.7632 -3.8056 -3.1456
H -1.5495 -2.0763 -3.5000
H -0.3909 -3.2561 -4.1045
C -2.7538 -2.2672 -0.6641
C -3.5755 -1.6615 0.4681
H -3.0459 -3.3119 -0.8369
H -2.9668 -1.7108 -1.5867
H -4.6369 -1.8928 0.3151
H -3.3184 -2.0525 1.4559
H -3.4825 -0.5718 0.5061
C 0.0475 2.6952 2.7378
C -0.6229 1.4280 3.0741
N -0.9205 0.3719 2.3055
C -1.6284 -0.5295 3.0852
C -1.7543 -0.0157 4.3404
N -1.1118 1.2117 4.3251
H -0.5321 3.2304 1.9749
H 0.0938 3.3206 3.6358
H 1.0754 2.5355 2.3858
H -1.9817 -1.4893 2.7230
H -2.3116 -0.4079 5.1846
H -1.0495 1.8637 5.1092
```

3.
A 6-piece molecular cluster, C27H41NO14S overall in a non-equilibrium geometry, computed with ωB97M-V with the def2-TZVPD basis set.

The max |F| comes out at 1.1 eV Å⁻¹. The SMILES is COCCCCOC(=O)ON=C=S.O=C1CCCO1.O=C1CCCO1.O=C1CCCO1.O=C1CCCO1.O=C1CCCO1. The total charge is 0. As for the LUMO energy: -1.33 eV. The value obtained for the total energy is -2559.66428 hartree. The HOMO-LUMO gap comes out at 7.9 eV.

XYZ file:
```
84
C27H41NO14S, DFT ωB97M-V with the def2-TZVPD basis set
C 2.2248 2.6926 2.1978
O 2.6504 2.2613 3.4825
C 2.7946 0.8698 3.6018
C 3.5350 0.1704 2.4422
C 4.3954 -0.9791 2.9806
C 5.3819 -1.4765 1.9168
O 4.8220 -1.4321 0.5826
C 3.9551 -2.4004 0.3271
O 2.8293 -2.2243 -0.0124
O 4.4944 -3.6796 0.4199
N 3.7678 -4.4179 1.3990
C 4.4923 -5.1718 2.0214
S 5.4846 -6.1058 2.7622
H 3.0924 2.9318 1.5797
H 1.6761 3.6111 2.3423
H 1.6126 1.9623 1.6766
H 3.3473 0.6701 4.5174
H 1.8205 0.3841 3.7280
H 4.1725 0.8525 1.8907
H 2.7843 -0.2491 1.7854
H 3.7862 -1.7843 3.3847
H 5.0033 -0.5770 3.7879
H 6.2261 -0.7992 1.9048
H 5.7756 -2.4625 2.1448
O 1.4464 2.1503 -1.8266
C 1.6249 1.2934 -2.6435
C 2.0592 -0.1383 -2.4029
C 2.4866 -0.5877 -3.7963
C 1.6054 0.2674 -4.6928
O 1.4150 1.4972 -3.9656
H 1.2046 -0.7073 -2.0325
H 2.8727 -0.1830 -1.6861
H 2.3708 -1.6554 -3.9744
H 3.5352 -0.3334 -3.9582
H 0.6266 -0.1856 -4.8659
H 2.0630 0.4894 -5.6534
O -0.5564 3.4057 3.2805
C -1.4914 3.4437 2.5385
C -1.5658 2.9222 1.1188
C -2.8254 3.6005 0.5840
C -3.6557 3.7745 1.8488
O -2.6956 3.9616 2.9097
H -1.6663 1.8360 1.1545
H -0.6737 3.1898 0.5622
H -3.3418 3.0367 -0.1900
H -2.5678 4.5773 0.1726
H -4.2543 2.8908 2.0790
H -4.3110 4.6420 1.8079
O 1.6644 -4.5286 -5.2234
C 1.2124 -4.8767 -4.1697
C 1.4825 -4.2776 -2.8068
C 0.9616 -5.3572 -1.8630
C -0.1299 -6.0114 -2.6970
O 0.3183 -5.8906 -4.0630
H 0.9190 -3.3527 -2.7137
H 2.5441 -4.0924 -2.6627
H 0.6047 -4.9764 -0.9086
H 1.7539 -6.0804 -1.6613
H -1.0835 -5.4992 -2.6016
H -0.2638 -7.0624 -2.4493
O -7.3958 6.2977 5.1447
C -6.2005 6.2866 5.1432
C -5.2752 6.2935 6.3463
C -3.9288 6.6726 5.7311
C -4.0635 6.1173 4.3196
O -5.4703 6.2295 4.0055
H -5.2619 5.2918 6.7780
H -5.6183 7.0109 7.0859
H -3.0659 6.2777 6.2629
H -3.8347 7.7594 5.6977
H -3.7764 5.0704 4.2576
H -3.4880 6.6840 3.5910
O -1.4040 -3.2136 -2.9344
C -2.2283 -3.2340 -3.8062
C -2.0876 -3.8397 -5.1883
C -3.2636 -3.2158 -5.9386
C -4.2656 -2.9868 -4.8147
O -3.4658 -2.7237 -3.6453
H -2.1786 -4.9237 -5.1030
H -1.1242 -3.5872 -5.6231
H -3.6567 -3.8319 -6.7440
H -2.9609 -2.2586 -6.3651
H -4.8802 -3.8676 -4.6191
H -4.9187 -2.1366 -4.9932
```

4.
A 2-piece molecular cluster, CH5N2Si overall in a non-equilibrium geometry, computed with ωB97M-V with the def2-TZVPD basis set.

The expectation value of S² is 2.01. The max |F| comes out at 4.0 eV Å⁻¹. The total charge is +1. As for the LUMO energy (spin up / spin down): -5.82 / -7.79 eV. The multiplicity is 3. The value obtained for the total energy is -439.62440 hartree. The HOMO-LUMO gap (spin up / spin down) comes out at 6.7 / 11.0 eV.

XYZ file:
```
9
CH5N2Si, DFT ωB97M-V with the def2-TZVPD basis set
C 1.0803 -0.7714 -0.5358
N -1.7349 0.4602 -1.4817
N -1.4078 0.5332 -0.4142
Si -0.6845 0.5806 1.1727
H 0.8174 -1.7406 -0.5182
H 0.7348 -0.2693 -1.3215
H 2.0273 -0.4912 -0.1887
H 0.2758 1.6300 0.8187
H -1.1084 0.0684 2.4686
```

Q: total charge of number 4 (CH5N2Si)?
A: +1